# C5H37N2O13

13 unconnected molecules or ions with the total composition C5H37N2O13 in a non-equilibrium geometry (wB97M-V/def2-TZVPD, the Open Molecules 2025 dataset).

Geometry (Å):
O  0.72000  -2.86221  3.34876
C  -0.12940  -3.52522  2.83794
C  -0.86726  -3.20858  1.49192
C  -0.21174  -1.92869  0.94573
C  -0.81021  -1.34421  -0.32443
C  -0.26966  -0.02023  -0.77254
N  -0.02786  1.06430  0.24724
N  -1.00128  -4.25060  0.47938
H  -0.62665  -4.42969  3.26146
H  -1.85528  -2.95285  1.92574
H  0.85516  -2.08377  0.84428
H  -0.39678  -1.27799  1.80771
H  -0.66256  -2.15300  -1.07975
H  -1.90841  -1.40569  -0.37733
H  -0.89050  0.40966  -1.57453
H  0.74114  -0.23731  -1.12602
H  -0.84545  1.64782  0.45611
H  0.35312  0.68502  1.11168
H  -1.39352  -5.10962  0.83300
H  0.57043  1.71188  -0.27862
H  -0.16961  -4.34375  -0.08598
H  4.41843  -0.67901  -0.28185
H  5.09372  -0.29930  0.93632
O  4.20199  -0.59680  0.68780
H  3.25123  -0.63207  -2.26987
H  2.72208  -1.41904  -1.08548
O  3.49078  -1.33567  -1.65198
H  2.60752  -0.44736  1.72296
H  1.72014  -0.46668  2.97532
O  1.89057  0.03466  2.16610
H  -1.73102  3.39037  -0.93928
H  -1.55932  3.05624  0.66061
O  -1.18039  3.34581  -0.16856
H  1.30446  1.55129  -3.17865
H  1.51676  0.14495  -3.81549
O  1.69162  0.65879  -3.01222
H  3.27781  3.39610  -2.59752
H  3.53337  1.92675  -2.23397
O  3.72343  2.83275  -1.95854
H  0.73801  3.67266  -0.15550
H  2.27752  3.44161  -0.31240
O  1.50153  3.82107  -0.74498
H  0.67178  3.64586  -4.12780
H  1.06506  3.54183  -2.68379
O  0.74893  2.99584  -3.42211
H  -3.85431  -1.53823  0.18479
H  -4.94953  -1.10849  1.00956
O  -4.18256  -0.71084  0.58789
H  -1.06073  3.90225  2.84059
H  -0.52417  2.47779  3.01414
O  -0.75766  3.13373  2.34281
H  -3.42914  -3.77793  -0.08563
H  -4.72069  -3.87655  -0.74742
O  -4.32227  -3.41364  0.00764
H  -3.65869  0.90809  0.41583
H  -3.37274  2.21283  1.41223
O  -3.31718  1.82503  0.53668

Force components x, y, z for each atom (eV/Å):
0.2 0.0 0.3
-1.3 -1.0 -1.4
0.7 0.9 0.2
-1.4 0.2 0.8
-1.3 -2.0 -0.2
0.6 -0.3 -0.5
-0.9 -0.6 -0.8
-0.5 0.8 0.6
0.7 0.0 0.6
0.0 -0.1 -0.6
0.3 0.1 0.0
0.5 0.4 -0.3
0.6 1.0 -0.2
0.2 0.6 0.9
0.5 -0.1 0.3
-0.3 0.4 -0.4
-0.1 -0.7 -0.3
1.1 0.0 0.1
0.4 -0.3 -0.1
0.4 0.0 0.8
0.0 -0.5 0.2
-1.2 -0.4 0.7
-0.5 0.0 0.9
1.7 0.4 -1.1
-0.2 0.0 -0.1
-0.1 -0.1 0.1
0.1 0.0 -0.7
0.3 0.3 -0.1
0.0 0.0 -0.1
-0.4 0.0 0.3
-1.1 -0.2 0.1
-1.1 0.5 -0.2
1.8 0.9 -0.4
0.2 -0.3 -0.3
0.1 0.2 0.3
0.2 -0.5 -0.2
0.1 -0.1 -0.1
-0.1 0.2 -0.1
0.2 -0.2 0.2
0.1 0.6 -0.3
0.2 0.2 -0.3
-0.5 -0.5 0.4
-0.1 -0.3 -0.4
-0.1 -0.2 0.6
-0.1 1.2 0.1
0.0 0.4 -0.2
-0.4 0.5 0.3
0.2 -1.0 -0.2
0.1 0.1 -0.1
0.0 0.2 0.0
0.0 -0.4 0.5
0.4 0.1 0.5
-0.5 0.4 0.3
0.5 -0.7 -0.8
-0.1 0.6 1.1
-0.6 -0.8 0.2
0.7 0.2 -1.0

Output
Energy above the lowest of the compared OMol25 structures with the same formula, charge and spin = 80.26 kcal/mol
Charge = +1
Lowest unoccupied orbital energy = -2.444 eV


# C36H35AlINO4P2S2

A molecular structure, C36H35AlINO4P2S2 (wB97M-V/def2-TZVPD, the Open Molecules 2025 dataset).

Geometry (Å):
Al  -0.61786  0.02631  0.56201
O  -1.19372  3.10443  2.82880
C  -1.08937  2.61161  1.72231
O  -0.33978  1.56402  1.49064
C  -1.77638  3.25878  0.54456
C  -1.91945  4.64462  0.63078
C  -2.50557  5.37862  -0.38214
C  -2.98390  4.71358  -1.50440
C  -2.86733  3.33986  -1.59623
C  -2.26057  2.58472  -0.58591
S  -2.25519  0.82947  -0.83209
H  -1.55738  5.12830  1.52791
H  -2.59491  6.45341  -0.29689
H  -3.45473  5.26432  -2.30906
H  -3.25144  2.81909  -2.46394
C  2.31913  0.08646  2.76935
P  0.83492  -0.93483  2.51126
C  1.45951  -2.64236  2.62174
C  -0.11886  -0.72480  4.05569
C  0.49887  -0.69347  5.30338
C  -0.24058  -0.49205  6.45631
C  -1.61537  -0.31708  6.37209
C  -2.24291  -0.35417  5.13854
C  -1.50906  -0.56095  3.97264
P  -2.29576  -0.61968  2.32634
C  -2.93202  -2.32079  2.21060
C  -3.77662  0.41983  2.46874
H  2.93118  -0.24639  3.60859
H  1.99244  1.11378  2.92857
H  2.91507  0.05164  1.85523
H  1.99210  -2.82360  3.55686
H  2.12060  -2.82214  1.77407
H  0.62746  -3.34164  2.53942
H  1.57243  -0.81782  5.37659
H  0.25340  -0.46304  7.41849
H  -2.19788  -0.14666  7.26773
H  -3.31418  -0.20930  5.08587
H  -3.58365  -2.57781  3.04682
H  -2.09047  -3.01231  2.17992
H  -3.47837  -2.42184  1.27228
H  -4.51129  0.02922  3.17337
H  -4.22187  0.48981  1.47583
H  -3.47022  1.42159  2.77519
I  -2.90443  -5.31913  -5.79864
C  -2.03058  -4.44263  -4.12051
C  -0.74737  -4.81724  -3.74386
C  -0.16264  -4.21380  -2.64263
C  -0.85407  -3.25243  -1.91530
C  -2.14344  -2.89787  -2.29338
C  -2.73542  -3.48840  -3.40106
C  -0.15385  -2.52486  -0.79879
O  1.04625  -2.71424  -0.60669
O  -0.89843  -1.72243  -0.11943
H  -0.20767  -5.56305  -4.31048
H  0.84522  -4.46504  -2.34246
H  -2.67302  -2.13939  -1.73180
H  -3.73323  -3.20157  -3.70260
N  1.03669  0.18268  -0.43705
S  1.40102  1.38909  -1.39857
C  1.38741  0.75282  -3.08067
C  0.53631  -0.30620  -3.34861
C  0.48236  -0.82662  -4.63367
C  1.25747  -0.27060  -5.63968
C  2.08852  0.80888  -5.36497
C  2.16097  1.32685  -4.08137
C  3.14980  1.66963  -1.21215
C  4.04967  0.61979  -1.36138
C  5.39572  0.85558  -1.15214
C  5.83331  2.13029  -0.80202
C  4.92842  3.16806  -0.65447
C  3.57166  2.93839  -0.85568
H  1.53262  -0.69082  -0.61690
H  -0.09019  -0.70707  -2.56654
H  -0.16788  -1.66852  -4.83632
H  1.21614  -0.67714  -6.64146
H  2.69233  1.24305  -6.15058
H  2.82539  2.15343  -3.86466
H  3.69910  -0.36673  -1.64172
H  6.10706  0.04856  -1.26376
H  6.88826  2.30880  -0.64152
H  5.27124  4.15512  -0.37609
H  2.84884  3.73397  -0.72826

Force components x, y, z for each atom (eV/Å):
0.1 -0.4 0.1
0.0 0.0 0.1
0.0 0.0 0.0
-0.1 0.0 -0.1
0.0 0.0 0.0
0.0 0.0 0.0
0.0 0.0 0.0
0.0 0.0 0.0
0.0 0.0 0.0
0.0 -0.1 0.0
0.1 0.1 -0.2
0.0 0.0 0.0
0.0 0.0 0.0
0.0 0.0 0.0
0.0 0.0 0.0
0.0 0.0 0.0
0.0 0.1 0.0
0.1 0.0 0.0
0.0 0.0 0.0
0.0 0.0 0.0
0.0 0.0 0.0
0.0 0.0 0.0
0.0 0.0 0.0
0.0 -0.1 0.0
0.0 0.0 0.1
-0.1 0.0 0.0
0.0 0.0 0.0
0.0 0.0 0.0
0.0 0.0 0.0
0.0 0.0 0.0
0.0 0.0 0.0
0.0 0.0 0.0
0.0 0.0 0.0
0.0 0.0 0.0
0.0 0.0 0.0
0.0 0.0 0.0
0.0 0.0 0.0
0.0 0.0 0.0
0.0 0.0 0.0
0.0 0.0 0.0
0.0 0.0 0.0
0.0 0.0 0.0
0.0 0.0 0.0
0.0 0.0 0.0
0.0 0.0 0.1
0.0 0.0 0.0
0.0 0.0 0.0
0.0 0.1 0.0
0.0 0.0 0.0
0.0 0.0 0.0
0.1 -0.3 0.2
0.0 0.1 0.0
-0.1 0.2 0.0
0.0 0.0 0.0
0.0 0.0 0.0
0.0 0.0 0.0
0.0 0.0 0.0
0.1 -0.1 -0.1
0.0 0.1 0.0
0.0 -0.1 0.0
0.0 0.0 0.0
0.0 0.0 0.0
0.0 0.0 0.0
0.0 0.0 0.0
0.0 0.0 0.0
0.1 0.0 0.0
0.0 0.0 0.0
0.0 0.0 0.0
0.0 0.0 0.0
0.0 0.0 0.0
0.0 0.0 0.0
0.0 0.0 -0.1
0.0 0.0 0.0
0.0 0.0 0.0
0.0 0.0 0.0
0.0 0.0 0.0
0.0 0.0 0.0
0.0 0.0 0.0
0.0 0.0 0.0
0.0 0.0 0.0
0.0 0.0 0.0
0.0 0.0 0.0

Output
Energy above the lowest of the compared OMol25 structures with the same formula, charge and spin = 0.00 kcal/mol
Lowest unoccupied orbital energy = 0.308 eV


# C20H23BrN4O2

C20H23BrN4O2 in the gas phase in a non-equilibrium geometry (wB97M-V/def2-TZVPD, the Open Molecules 2025 dataset).

Geometry (Å):
C  -1.20773  -1.20052  -2.16123
C  -1.18803  0.04450  -1.46348
N  -0.19749  1.01828  -1.41042
N  -0.71069  1.88835  -0.61225
C  0.02912  3.09626  -0.38166
C  1.48095  2.40984  0.01645
O  2.32149  3.44904  0.45005
C  1.48051  1.66528  1.36226
N  1.34865  0.20571  1.23007
C  2.42949  -0.30717  0.39604
C  2.05823  -1.95902  0.16223
C  0.83742  -1.95452  0.69108
C  -0.12081  -2.89800  0.50076
C  -1.40289  -2.86198  1.52599
C  -1.71280  -1.57965  1.99256
C  -0.98730  -0.50756  2.06793
C  0.31797  -0.74219  1.18984
C  3.02784  -2.67398  -0.70738
C  3.93427  -1.60914  -1.38414
N  4.45922  -0.56638  -0.75446
C  5.71814  -0.24308  -1.25148
C  3.61529  0.07564  0.21601
O  4.14382  1.14162  0.61969
C  -1.99701  1.54015  -0.28287
C  -2.77992  2.67164  0.63455
C  -2.47488  0.42722  -0.63380
Br  -4.16153  -0.47504  -0.26025
H  -1.26285  -2.20539  -1.54984
H  -2.01251  -1.13282  -3.10897
H  -0.41724  -1.19831  -2.67502
H  -0.26249  3.43336  0.40449
H  0.30859  3.71437  -1.12688
H  1.78569  1.71976  -0.59600
H  3.29796  2.90968  0.51604
H  0.62335  1.73084  1.96824
H  2.32209  1.67644  2.10340
H  0.03040  -3.93888  0.54095
H  -2.13216  -3.78055  1.41958
H  -2.72123  -1.75380  2.43979
H  -1.27231  0.38694  2.30430
H  2.47563  -3.39572  -0.88090
H  3.58823  -3.17798  0.21606
H  4.61173  -2.27027  -1.71626
H  3.38226  -1.52218  -2.11405
H  5.78070  0.07362  -2.16874
H  5.97247  0.54377  -0.56933
H  6.46587  -1.05601  -0.93614
H  -2.28167  2.83137  1.60175
H  -2.85064  3.57374  0.26593
H  -3.79869  2.43688  0.99691

Force components x, y, z for each atom (eV/Å):
-6.4 -2.2 0.2
-1.6 1.4 1.9
-2.7 -5.8 -1.8
-2.6 1.4 0.0
6.0 -8.4 -4.5
-2.5 4.7 6.5
4.7 -0.8 -1.6
-1.9 -3.0 2.0
2.3 -3.0 -4.2
-11.0 -9.5 2.7
3.7 9.1 -0.6
-2.8 0.0 -0.5
-6.5 -3.0 6.7
4.0 -0.9 -6.2
-5.0 -4.5 2.1
6.8 -3.9 -5.4
0.2 4.7 4.3
4.8 6.1 9.1
-0.1 -6.4 4.0
-2.9 0.2 2.8
2.2 -1.1 7.6
11.1 5.3 -3.3
-0.4 0.6 1.0
-1.7 10.1 6.1
1.0 -5.7 2.2
2.2 -5.0 -3.9
1.9 1.0 -0.6
-0.3 2.2 -1.1
1.4 -0.5 2.8
6.8 -0.7 -4.1
-3.5 4.9 9.0
-0.2 2.1 -2.9
2.0 -2.8 -4.5
-3.4 2.1 -0.1
-1.5 1.9 0.9
-0.3 1.2 -1.5
0.9 -1.4 -1.5
1.5 2.3 0.5
0.5 1.5 0.2
-1.4 5.0 1.7
-4.3 -7.3 -4.7
-0.1 0.6 -1.7
3.4 -1.9 -1.5
-5.4 2.8 -8.2
0.2 1.4 -5.3
0.8 1.1 0.0
-0.9 0.8 -1.1
0.4 -0.3 -0.2
-0.1 4.6 -2.7
0.4 -0.7 -0.8

Output
SMILES = Cc1nn(C[C@@H](O)Cn2c3c(c4ccccc42)CCN(C)C3=O)c(C)c1Br
Lowest unoccupied orbital energy = -0.860 eV


# C27H20AgCl4IN6O2

A molecular structure, C27H20AgCl4IN6O2 (wB97M-V/def2-TZVPD, the Open Molecules 2025 dataset).

Geometry (Å):
Ag  -0.89315  1.15085  -0.54440
Cl  -5.13536  -3.00301  3.25092
C  -3.81973  -1.94456  2.82121
C  -3.18126  -1.20465  3.79363
Cl  -3.65238  -1.36437  5.46325
C  -2.13428  -0.33912  3.42436
Cl  -1.35132  0.62716  4.65249
C  -1.68368  -0.18325  2.10459
O  -0.76169  0.64434  1.77652
C  -2.31043  -1.03649  1.07880
O  -1.87963  -1.00841  -0.12566
C  -3.38488  -1.84314  1.48703
Cl  -4.19040  -2.77870  0.25068
I  0.06076  4.00671  -1.56697
C  -1.95910  4.55466  -1.08965
C  -2.16743  5.89417  -0.91821
C  -3.46951  6.36391  -0.65752
C  -4.50973  5.48097  -0.62038
C  -4.30192  4.09471  -0.82096
C  -5.39107  3.19945  -0.82632
C  -5.17578  1.86273  -1.02311
C  -3.87026  1.36365  -1.17969
C  -2.74129  2.16702  -1.16525
C  -2.97860  3.57192  -1.02391
H  -1.34303  6.59007  -0.99569
H  -3.63430  7.42375  -0.49765
H  -5.52287  5.82903  -0.44182
H  -6.38976  3.59053  -0.65472
H  -6.01101  1.16878  -1.02722
H  -3.74364  0.28948  -1.27036
N  0.96870  -2.30556  -0.09807
H  0.08338  -2.67105  -0.43624
H  0.75144  -1.32313  0.06415
H  1.09534  -2.70393  0.82613
C  2.00033  -0.62028  -2.89007
C  2.33248  0.12050  -1.64751
N  1.49884  0.81549  -0.92114
C  2.20115  1.29762  0.15730
C  3.48734  0.86993  0.08839
N  3.57104  0.11463  -1.07102
C  4.72237  -0.62049  -1.49992
N  4.58684  -2.04092  -1.29518
N  4.74472  -2.88060  -2.34912
N  4.57241  -4.08416  -1.96070
C  4.26661  -4.07668  -0.62687
C  3.97310  -5.11935  0.25371
C  3.68664  -4.78160  1.55835
C  3.69258  -3.44815  1.99541
C  3.98585  -2.40424  1.14085
C  4.26938  -2.74736  -0.17700
H  0.94716  -0.46105  -3.10756
H  2.16585  -1.68752  -2.73998
H  2.60431  -0.27789  -3.73548
H  1.71523  1.88159  0.92236
H  4.33848  1.02299  0.73160
H  5.57895  -0.23032  -0.94891
H  4.89569  -0.49669  -2.56809
H  3.95958  -6.14578  -0.08689
H  3.43308  -5.56070  2.26597
H  3.44242  -3.22587  3.02425
H  3.95545  -1.37765  1.47732

Force components x, y, z for each atom (eV/Å):
-0.4 0.0 -0.2
-0.1 -0.1 0.0
0.1 0.2 0.2
-0.1 -0.2 -0.2
0.0 0.0 0.1
0.0 0.0 -0.1
0.1 0.0 0.0
0.1 0.1 0.1
0.2 -0.2 0.0
0.0 -0.1 -0.2
0.0 -0.2 0.1
0.0 0.0 0.1
0.0 0.0 -0.1
-0.4 0.4 0.1
0.6 0.1 -0.1
0.1 0.0 0.0
-0.1 0.0 0.0
0.0 0.1 0.0
0.2 0.0 0.0
-0.2 -0.1 0.0
-0.1 0.1 0.0
0.2 0.0 0.0
0.1 0.1 0.1
-0.3 -0.1 -0.1
0.0 0.0 0.0
0.0 0.0 0.0
0.0 0.0 0.0
0.0 0.0 0.0
0.0 0.0 0.0
0.0 0.0 0.1
0.2 0.0 -0.1
-0.1 0.1 0.1
-0.1 0.0 0.1
-0.1 0.0 0.0
0.0 0.0 0.0
-0.2 -0.1 0.2
-0.1 0.1 0.0
0.1 -0.1 0.1
-0.1 0.1 0.1
0.1 0.1 0.0
-0.1 0.2 -0.1
0.0 -0.2 -0.1
0.1 0.2 0.2
0.0 -0.2 -0.3
0.0 0.4 0.5
-0.1 0.0 0.1
0.0 -0.3 -0.1
0.1 0.4 -0.1
-0.1 0.0 0.4
0.1 -0.4 -0.3
0.0 0.0 0.0
0.0 0.0 0.0
0.0 0.0 0.0
0.0 0.0 0.0
0.0 0.0 0.0
0.0 -0.1 0.0
0.0 0.0 0.0
0.0 0.0 0.0
0.0 0.0 0.0
0.0 0.0 0.0
-0.1 0.0 0.0

Output
Energy above the lowest of the compared OMol25 structures with the same formula, charge and spin = 0.00 kcal/mol
Charge = -2
Lowest unoccupied orbital energy = 3.733 eV